35
Properties=species:S:1:pos:R:3 method="wB97M-V/def2-TZVPD" homo_lumo_gap_ev="6.75 / 6.79" s2=12.697 lumo_ev="2.76 / 2.76" multiplicity=7 charge=-1
C -1.060 -0.818 -3.745
C -1.127 0.589 -3.512
C 0.176 1.031 -3.101
H -2.026 1.204 -3.606
C 1.038 -0.106 -3.080
C 0.275 -1.252 -3.466
H 0.643 -2.270 -3.609
H -1.873 -1.444 -4.128
H 0.433 2.046 -2.780
H 2.081 -0.132 -2.755
Tb -0.568 -0.201 -1.190
Br -2.287 1.592 -0.233
C -1.782 -2.629 0.614
C -1.036 -3.391 -0.345
C -1.733 -3.320 -1.592
H -0.084 -3.890 -0.172
C -2.903 -2.517 -1.397
C -2.926 -2.092 -0.039
H -3.670 -1.424 0.406
H -1.482 -2.441 1.650
H -1.406 -3.764 -2.530
H -3.629 -2.249 -2.177
C 1.098 -0.199 0.391
C 1.266 0.596 1.332
C 1.642 1.418 2.409
C 2.983 1.825 2.517
C 3.327 2.752 3.491
C 2.349 3.238 4.370
C 1.021 2.794 4.286
C 0.660 1.875 3.308
H 3.720 1.424 1.820
H 4.356 3.098 3.561
H 2.622 3.977 5.129
H 0.264 3.163 4.972
H -0.365 1.518 3.200